Computed, not measured: a single C2H3N3O2S molecule at a distorted geometry, with ωB97M-V with the def2-TZVPD basis set.

Geometry (Å):
H  -2.8549  -1.6118  -0.4484
N  1.2420  1.9192  -0.2501
N  0.7518  -0.4323  0.1056
O  -0.9865  0.9261  0.1083
N  -0.3673  -1.2769  -0.0965
C  -1.2826  -0.4023  -0.0591
S  2.4084  -0.8802  -0.1860
H  2.6493  -1.2888  1.1105
O  -2.6249  -0.6348  -0.1713
H  0.6165  2.7867  -0.0968
C  0.4480  0.8951  -0.0161

Gap between HOMO and LUMO in hartree: 0.3415
HOMO level in eV: -8.912

Löwdin population analysis, charges in e, atoms 1 to 2:
1 H 0.19
2 N 0.10

=====

Computed, not measured: 2 unconnected molecules or ions with the total composition C3H7NO2S2 at a distorted geometry, with ωB97M-V with the def2-TZVPD basis set.

Geometry (Å):
H  -2.5101  -0.2213  -0.7592
O  3.5802  0.0881  -0.0172
H  -0.9624  -0.5072  1.8659
S  3.6175  -1.3004  -0.5545
C  -0.1805  0.1763  1.4863
H  -1.4493  1.0897  -1.4385
S  -1.2133  1.5221  0.5553
C  -0.4729  -0.8470  -0.7641
H  0.6249  0.4420  2.1440
H  0.0061  -0.9555  -1.7766
H  -0.9374  -1.7573  -0.4395
O  -0.2810  2.3972  -0.1332
H  1.2665  0.0805  0.1551
N  0.4899  -0.4779  0.4021
C  -1.5781  0.2706  -0.7258

Gap between HOMO and LUMO (alpha / beta) in hartree: 0.2504 / 0.2487
HOMO level (alpha / beta) in eV: -8.496 / -8.479

Löwdin population analysis, charges in e, atoms 1 to 2:
1 H 0.06
2 O -0.69

=====

Computed, not measured: a molecular structure, C19H28Cl3HfNO at a distorted geometry, with ωB97M-V with the def2-TZVPD basis set.

Geometry (Å):
C  0.1885  1.2448  -2.3513
C  2.4665  1.0192  3.2660
H  2.5611  0.6562  4.3014
H  -1.2417  -0.2363  6.3062
C  -1.4455  -0.3631  -2.6641
N  2.3171  -0.0725  2.3508
C  1.5317  -1.1987  2.7493
H  1.0576  -2.7617  -2.9446
H  -2.5441  -1.1297  -4.3004
H  2.6039  -0.2666  -3.6765
C  -2.1869  2.1116  -2.7776
O  -0.2609  0.3421  1.1811
C  0.8759  2.5669  -2.2945
C  2.3014  -0.2122  -2.6183
C  -2.6933  -0.9701  -3.2188
H  1.3963  -1.9298  1.9199
Cl  -3.2828  0.4683  -0.1250
H  1.6292  1.7386  3.2494
H  -0.6835  -3.0477  -3.0400
C  -2.1865  0.1238  4.3834
Cl  -2.7120  -2.7097  0.0336
H  3.5819  0.7622  0.9287
H  -2.8895  0.3769  2.3593
H  -2.9145  -1.9524  -2.7609
H  -1.9410  3.0322  -2.2370
C  -1.2095  1.0503  -2.4548
C  -2.0570  0.1156  2.9974
H  2.8543  -0.8110  0.4650
C  0.0059  -0.8139  4.6435
C  2.6858  0.1366  0.9866
H  -0.7349  1.2188  1.0319
C  -0.1618  -1.0147  -2.6395
C  0.8361  -0.0055  -2.4633
Hf  -1.3954  -0.9724  -0.4180
C  0.1917  -0.7978  3.2748
H  -3.2114  1.8302  -2.5101
H  -3.5878  -0.3526  -3.0983
H  1.8834  0.6738  0.4566
Cl  0.4311  -2.4209  -0.0238
H  2.8695  0.6122  -2.1660
C  -0.8571  -0.3320  2.5115
H  0.2157  3.3129  -1.8315
H  0.1568  -2.2254  -4.3631
H  -3.0940  0.5268  4.8352
H  -2.1852  2.3379  -3.8617
H  3.3706  1.5716  2.9859
H  0.8204  -1.1468  5.2651
H  2.1015  -1.7423  3.5457
C  -1.1501  -0.3157  5.2130
H  1.8046  2.5072  -1.6975
H  2.6229  -1.1475  -2.1414
C  0.1063  -2.3317  -3.2692
H  1.1588  2.9443  -3.2946

Gap between HOMO and LUMO (alpha / beta) in hartree: 0.0803 / 0.0813
HOMO level (alpha / beta) in eV: 2.864 / 2.833
Total charge: -2

Löwdin population analysis, charges in e, atoms 1 to 2:
1 C -0.24
2 C -0.14

=====

Computed, not measured: 7 unconnected molecules or ions with the total composition H14O7 at a distorted geometry, with ωB97M-V with the def2-TZVPD basis set.

Geometry (Å):
H  1.8697  2.6702  0.8563
O  0.0266  -0.3493  0.9056
H  0.3386  0.3417  1.4899
H  2.2117  1.6427  -0.2016
H  -2.5822  0.5415  -0.0047
H  0.4680  -4.2330  0.8707
H  -0.5997  0.6400  -1.6697
O  -1.4441  2.4957  0.0399
O  1.4828  2.1549  0.1484
H  -3.5893  0.3399  -1.1169
H  0.7980  -2.7565  0.9250
H  0.7823  -0.9252  0.7900
H  -1.4054  3.3325  -0.4233
H  -0.5374  2.1896  0.0587
O  -0.8921  0.6441  -2.5811
H  2.8330  -1.3412  0.1407
O  -3.1567  -0.1169  -0.3955
O  0.0840  -3.3662  0.7387
O  2.2617  -1.9146  0.6517
H  -1.7816  0.2919  -2.5494
H  2.8322  -2.2820  1.3268

Gap between HOMO and LUMO (alpha / beta) in hartree: 0.1190 / 0.3881
HOMO level (alpha / beta) in eV: 0.010 / -7.300
2S+1: 2
Total charge: -1

Löwdin population analysis, charges in e, atoms 1 to 2:
1 H 0.01
2 O -0.11

=====

Computed, not measured: 2 unconnected molecules or ions with the total composition C8H15BNO3 at a distorted geometry, with ωB97M-V with the def2-TZVPD basis set.

Geometry (Å):
B  3.9832  0.2690  0.2389
H  -2.0445  -0.2843  1.5357
O  4.3656  0.3085  -1.0826
H  0.6157  -3.7858  1.1108
H  -2.9677  2.6917  -0.9767
H  -3.9469  1.4265  -0.4364
C  0.0122  0.0316  -0.8057
H  -3.1484  -1.9215  0.4499
C  0.7153  -2.7113  0.6345
C  -0.6042  -0.8782  0.0961
O  4.4085  -0.4137  1.3254
C  -3.0899  -0.9402  -0.0176
C  2.9067  1.4233  0.3604
C  -1.9158  1.0003  -0.1763
H  1.4983  -2.4342  -0.1056
H  3.0436  1.9048  1.2720
N  -1.9157  -0.2622  0.5015
H  5.1105  -0.2201  -1.4505
C  -3.0192  2.0273  -0.2007
O  -0.3977  -2.0065  0.7528
H  -0.7126  1.8819  -1.5739
H  -3.2322  2.4901  0.7147
C  -0.7694  1.1447  -0.8597
H  0.7731  -0.1945  -1.4775
H  -4.0541  -0.5078  0.3045
H  5.0570  -1.1378  1.4237
H  2.4855  1.9145  -0.4493
H  -3.1568  -0.8161  -1.1084

Gap between HOMO and LUMO (alpha / beta) in hartree: 0.2801 / 0.2637
HOMO level (alpha / beta) in eV: -11.190 / -11.176
Total charge: +1

Löwdin population analysis, charges in e, atoms 1 to 2:
1 B -0.74
2 H 0.24

=====

Computed, not measured: a single C5H10O molecule at a distorted geometry, with ωB97M-V with the def2-TZVPD basis set.

Geometry (Å):
C  -0.4061  0.4351  -0.8067
H  1.0610  1.3066  -2.1622
H  -0.9304  2.6629  -0.5358
H  -2.1546  1.6324  -0.1024
H  1.7117  -0.5745  1.2238
H  -1.7365  1.9616  -1.7652
O  0.5691  -2.1948  1.3817
H  1.6649  0.0163  -1.1686
C  -1.3136  1.6521  -0.8054
H  -0.5419  0.5178  1.4239
H  -1.3394  -0.8600  0.6574
H  -0.6971  -0.3364  -1.5143
C  -0.4727  -0.2028  0.6115
C  0.7322  -1.0668  1.0074
C  0.9912  0.8923  -1.1484
H  1.4254  1.6347  -0.4689

Gap between HOMO and LUMO in hartree: 0.3897
HOMO level in eV: -9.623

Löwdin population analysis, charges in e, atoms 1 to 2:
1 C -0.42
2 H 0.08